No. 1
{
  "formula": "C3H9N3",
  "method": "ωB97M-V/def2-TZVPD",
  "elements": ["C", "C", "N", "H", "H", "H", "H", "H", "N", "C", "N", "H", "H", "H", "H"],
  "positions_angstrom": [[-1.0380, -2.3328, 0.0869], [0.2856, -2.4498, 0.0731], [1.1512, -1.3511, 0.2014], [-1.5097, -1.3802, 0.3299], [-1.7099, -3.1746, 0.0493], [0.8298, -3.3762, -0.0710], [0.8639, -0.4989, -0.2529], [2.0872, -1.6122, -0.0676], [0.1571, 2.4997, -1.0825], [0.0311, 2.1369, 0.2570], [-0.8434, 1.3038, 0.6243], [1.1098, 2.4618, -1.4224], [-0.4351, 1.8973, -1.6446], [0.6613, 2.6684, 0.9636], [-0.9259, 1.2121, 1.6349]],
  "atomic_forces_ev_per_a": [[-0.33, 0.00, 0.62], [-0.10, 0.68, -0.33], [0.55, -0.51, -0.03], [0.24, -0.07, -0.33], [0.17, -0.24, -0.17], [-0.33, -0.21, 0.12], [-0.26, 0.01, 0.15], [0.06, 0.28, 0.00], [0.21, -0.54, 0.18], [-0.29, 0.10, 0.12], [-0.47, -0.18, -0.06], [0.00, 0.32, 0.04], [-0.03, 0.09, -0.05], [0.34, 0.18, -0.11], [0.26, 0.08, -0.16]],
  "nbo_charge": [-0.51, 0.00, -0.83, 0.21, 0.20, 0.18, 0.38, 0.36, -0.82, 0.27, -0.71, 0.37, 0.38, 0.15, 0.35],
  "homo_lumo_gap_ha": 0.3321,
  "smiles": "[H]/N=C/N.C=CN",
  "fmax_ev_per_a": 0.76,
  "spin_multiplicity": 1
}

No. 2
{
  "formula": "C3H9N3",
  "method": "ωB97M-V/def2-TZVPD",
  "elements": ["C", "C", "C", "N", "N", "N", "H", "H", "H", "H", "H", "H", "H", "H", "H"],
  "positions_angstrom": [[1.5742, -0.2046, 2.4777], [-0.3657, 0.0721, -1.2947], [-0.6903, -1.2346, -1.9875], [1.1677, -1.0284, 1.5561], [-1.1939, 0.5931, -0.4925], [-0.9907, 1.8632, -0.1167], [0.8705, 0.3711, 3.0222], [2.6522, -0.0991, 2.8779], [0.4017, 0.6882, -1.7361], [-0.6534, -2.0174, -1.2994], [0.0840, -1.5154, -2.7795], [-1.7909, -1.0743, -2.2636], [0.1932, -0.8087, 1.4759], [-1.1807, 2.0511, 0.8797], [-0.0780, 2.3439, -0.3195]],
  "atomic_forces_ev_per_a": [[1.32, -1.85, -0.79], [-0.57, -0.16, -1.16], [-0.41, 1.41, -1.05], [1.87, 1.87, 1.76], [0.40, -1.15, 0.37], [0.89, 2.77, 1.45], [-0.68, 0.92, 0.48], [-1.56, -0.56, -1.10], [0.72, 0.24, 0.10], [-0.06, -1.41, 1.26], [-1.55, 0.71, 0.66], [1.72, -0.81, -0.45], [-0.98, -0.37, -0.40], [-0.29, -0.52, -0.92], [-0.83, -1.10, -0.21]],
  "nbo_charge": [-0.06, 0.04, -0.66, -0.58, -0.25, -0.64, 0.14, 0.16, 0.14, 0.22, 0.22, 0.24, 0.33, 0.36, 0.33],
  "homo_lumo_gap_ha": 0.3548,
  "smiles": "C/C=N/N.C=N",
  "fmax_ev_per_a": 3.25,
  "spin_multiplicity": 1
}

No. 3
{
  "formula": "C3H9N3",
  "method": "ωB97M-V/def2-TZVPD",
  "elements": ["C", "C", "N", "C", "N", "N", "H", "H", "H", "H", "H", "H", "H", "H", "H"],
  "positions_angstrom": [[0.8326, -1.7482, 1.8118], [0.5603, -0.3820, 1.1689], [0.0276, -0.5538, -0.1833], [-0.4934, 0.5277, -0.8644], [0.2693, 1.7153, -0.8365], [-1.5817, 0.3770, -1.4882], [0.4046, -2.6282, 1.3468], [1.9097, -1.9048, 1.8379], [0.4626, -1.7748, 2.8373], [1.5235, 0.1172, 1.0603], [-0.1086, 0.1849, 1.8285], [-0.5587, -1.3668, -0.2525], [0.8282, 1.7871, -0.0015], [0.8238, 1.8510, -1.6649], [-1.8318, 1.1865, -2.0360]],
  "atomic_forces_ev_per_a": [[0.48, 0.14, 0.59], [0.07, -0.65, -0.42], [0.28, -0.16, 0.71], [-0.09, -0.07, -0.17], [-0.32, 0.20, 0.37], [-0.24, -0.39, -0.48], [-0.28, 0.13, -0.54], [0.00, -0.22, 0.11], [0.14, 0.11, 0.04], [-0.10, 0.30, 0.34], [0.06, 0.17, -0.24], [-0.39, 0.03, -0.11], [0.30, 0.03, -0.12], [0.06, 0.03, -0.12], [0.03, 0.34, 0.02]],
  "nbo_charge": [-0.62, -0.23, -0.62, 0.57, -0.88, -0.72, 0.21, 0.21, 0.21, 0.19, 0.18, 0.39, 0.37, 0.39, 0.34],
  "homo_lumo_gap_ha": 0.3645,
  "smiles": "[H]/N=C(\\N)NCC",
  "fmax_ev_per_a": 0.79,
  "spin_multiplicity": 1
}

No. 4
{
  "formula": "C3H9N3",
  "method": "ωB97M-V/def2-TZVPD",
  "elements": ["C", "C", "C", "N", "N", "N", "H", "H", "H", "H", "H", "H", "H", "H", "H"],
  "positions_angstrom": [[-2.1165, 0.1946, -0.0339], [1.7069, -0.0627, -0.0523], [-3.0062, -0.9224, 0.0034], [1.0948, 0.8806, -0.5340], [-3.3008, 0.5687, 0.1701], [3.1957, -0.0549, 0.1543], [1.1364, -0.7857, 0.4436], [-3.1822, -1.3451, -0.9034], [-3.2499, -1.7347, 0.7619], [-1.0235, 0.2752, -0.2791], [1.5283, 1.7809, -0.7336], [-3.6878, 1.4322, 0.2592], [3.7332, -0.9009, -0.2125], [3.4605, -0.1922, 1.1236], [3.7112, 0.8664, -0.1672]],
  "atomic_forces_ev_per_a": [[1.27, -1.01, 0.31], [1.19, 1.24, 0.16], [-1.18, -1.37, 2.42], [-0.98, 1.26, -0.11], [3.48, -3.06, -0.53], [2.42, 0.21, -0.75], [0.05, -2.03, 0.44], [-1.08, -0.67, -2.95], [0.67, 1.90, -0.01], [-1.15, 1.34, 0.42], [0.29, -0.26, -0.60], [-2.37, 3.02, 0.27], [-0.98, 1.11, -0.49], [-0.34, 0.45, 0.99], [-1.31, -2.12, 0.46]],
  "nbo_charge": [0.26, 0.28, -0.19, -0.55, -0.35, -0.77, 0.21, 0.23, 0.28, 0.29, 0.41, 0.46, 0.49, 0.46, 0.49],
  "charge": 2,
  "homo_lumo_gap_ha": 0.4313,
  "fmax_ev_per_a": 4.67,
  "spin_multiplicity": 1
}

No. 5
{
  "formula": "C3H9N3O",
  "method": "ωB97M-V/def2-TZVPD",
  "elements": ["C", "C", "N", "C", "N", "O", "N", "H", "H", "H", "H", "H", "H", "H", "H", "H"],
  "positions_angstrom": [[0.7989, -0.6480, 0.1026], [-2.7736, 0.4270, 0.1366], [-1.5539, -0.3401, 0.0733], [-0.3673, 0.2476, -0.2769], [3.1770, -0.5354, 0.1612], [1.9876, 0.1347, -0.2688], [-0.2454, 1.4277, -0.7090], [-1.5818, -1.2969, 0.3856], [3.6562, 0.1175, 0.7808], [3.7560, -0.6218, -0.6732], [0.8006, 1.6117, -0.8414], [0.8206, -0.8584, 1.1794], [0.7833, -1.5762, -0.4814], [-3.5437, -0.0276, -0.4886], [-2.5584, 1.4249, -0.2377], [-3.1562, 0.5134, 1.1575]],
  "atomic_forces_ev_per_a": [[1.52, 0.96, -0.87], [-0.28, -0.01, -0.16], [-0.30, 0.35, -0.18], [0.27, -0.96, 1.20], [-0.17, -0.13, 0.00], [-0.37, -1.02, 0.52], [1.57, 0.68, -0.59], [0.25, 0.19, -0.04], [-0.20, 0.01, -0.14], [-0.19, 0.07, 0.08], [-2.04, -0.21, 0.24], [-0.06, 0.04, -0.26], [0.05, 0.03, 0.21], [-0.08, 0.09, 0.00], [-0.03, -0.04, -0.01], [0.07, -0.04, -0.01]],
  "nbo_charge": [-0.13, -0.42, -0.62, 0.41, -0.53, -0.44, -0.73, 0.39, 0.34, 0.34, 0.37, 0.20, 0.19, 0.19, 0.24, 0.19],
  "homo_lumo_gap_ha": 0.3534,
  "smiles": "[H]/N=C(\\CON)NC",
  "fmax_ev_per_a": 2.06,
  "spin_multiplicity": 1
}

No. 6
{
  "formula": "C3H9N3O",
  "method": "ωB97M-V/def2-TZVPD",
  "elements": ["O", "C", "N", "C", "N", "C", "N", "H", "H", "H", "H", "H", "H", "H", "H", "H"],
  "positions_angstrom": [[-0.0133, -1.7698, -0.8033], [-0.1987, -0.8744, -0.0210], [-0.5939, 0.4051, -0.4146], [0.0728, 1.0664, -1.5189], [-0.1110, 2.5173, -1.5178], [0.1587, -0.9382, 1.4361], [0.4305, -2.2549, 2.0063], [-1.4666, 0.7967, -0.1555], [-0.3271, 0.7329, -2.4826], [1.1512, 0.9551, -1.5197], [-1.0789, 2.8149, -1.4840], [0.3212, 2.9045, -0.6934], [1.0722, -0.3464, 1.5678], [-0.5501, -0.4641, 2.1182], [1.3564, -2.5960, 1.7914], [-0.2235, -2.9491, 1.6910]],
  "atomic_forces_ev_per_a": [[0.37, -0.15, -0.02], [-0.30, 0.40, 0.01], [1.18, 0.20, -0.11], [-1.06, 1.07, -1.30], [0.00, -0.17, 0.30], [0.45, -1.06, 1.31], [0.18, 0.20, 0.09], [-0.51, 0.16, 0.58], [0.28, -0.20, 0.02], [0.07, -0.70, 0.27], [-0.08, -0.23, -0.20], [0.16, 0.16, 0.19], [-0.11, 0.09, -0.24], [-0.37, 0.33, -0.53], [-0.03, 0.07, -0.20], [-0.23, -0.16, -0.17]],
  "nbo_charge": [-0.55, 0.68, -0.72, -0.04, -0.82, -0.33, -0.83, 0.40, 0.17, 0.19, 0.35, 0.35, 0.22, 0.21, 0.36, 0.36],
  "homo_lumo_gap_ha": 0.3716,
  "smiles": "NCNC(=O)CN",
  "fmax_ev_per_a": 1.99,
  "spin_multiplicity": 1
}

No. 7
{
  "formula": "C3H9N3O",
  "method": "ωB97M-V/def2-TZVPD",
  "elements": ["C", "N", "C", "N", "O", "C", "N", "H", "H", "H", "H", "H", "H", "H", "H", "H"],
  "positions_angstrom": [[0.3166, -0.7394, 0.5090], [0.4436, 0.7445, 0.4567], [-0.5291, 1.6520, 0.7033], [-1.7298, 1.1348, 1.2704], [-0.5433, 2.8127, 0.1484], [0.2169, -1.3305, -0.8927], [1.3954, -0.9324, -1.6569], [1.1903, -1.1159, 1.0522], [-0.5269, -1.0844, 1.1792], [1.3701, 1.1216, 0.2199], [-2.5226, 1.9145, 1.3445], [-1.6817, 0.5389, 2.0941], [-0.6728, -1.0969, -1.4383], [0.2251, -2.4416, -0.6919], [1.5383, 0.0742, -1.7173], [1.5098, -1.2519, -2.5804]],
  "atomic_forces_ev_per_a": [[-0.59, 0.70, 0.97], [0.83, -0.72, 0.79], [-2.33, 2.75, -2.87], [-1.28, 2.61, 0.21], [0.49, -3.39, 2.48], [1.15, -1.28, 0.40], [0.83, 0.81, 1.28], [0.14, -0.04, -0.53], [0.61, 0.72, -1.05], [-0.99, -0.22, 0.10], [2.71, -2.31, -0.20], [0.13, 0.30, -0.35], [-1.00, 0.32, 0.15], [0.10, 0.91, -0.62], [-0.43, -0.27, 0.26], [-0.36, -0.89, -1.02]],
  "nbo_charge": [-0.22, -0.65, 0.77, -0.88, -0.67, -0.23, -0.86, 0.21, 0.21, 0.41, 0.42, 0.38, 0.19, 0.19, 0.36, 0.37],
  "homo_lumo_gap_ha": 0.3736,
  "smiles": "NCCNC(N)=O",
  "fmax_ev_per_a": 4.61,
  "spin_multiplicity": 1
}

Number 1: electronic energy -283.93748 Eh. Number 2: electronic energy -283.86806 Eh. Number 3: electronic energy -283.96348 Eh. Number 4: electronic energy -283.17440 Eh. Number 5: electronic energy -359.13642 Eh. Number 6: electronic energy -359.19981 Eh. Number 7: electronic energy -359.21336 Eh.